ORCA calculation (ωB97M-V/def2-TZVPD) on a cluster of 2 separate species, C3H3NO4 in total in a non-equilibrium geometry.

Positions of all 11 atoms, in Å:
C -0.79 -0.95 0.71
C 0.30 0.89 0.34
C -0.17 0.49 -0.82
H 0.04 -2.25 2.05
H 1.06 2.33 -0.29
H 0.16 -0.34 -2.40
N -0.07 -0.02 1.38
O -0.74 -2.29 1.17
O 1.17 1.86 0.46
O 0.05 0.95 -2.06
O -1.02 -0.67 -0.56

Atom charges from the natural (NBO) analysis, given in e for atoms 1 to 5:
1. C 0.76
2. C 0.32
3. C 0.34
4. H 0.53
5. H 0.48

ORCA calculation (ωB97M-V/def2-TZVPD) on a structure of composition C3H3NO4 in a non-equilibrium geometry.

Positions of all 11 atoms, in Å:
C 2.01 -0.16 -0.31
C -1.07 0.39 -0.25
C -2.17 -0.78 0.12
H 3.29 0.25 -0.40
H 1.18 1.68 0.67
H -1.75 -1.55 1.02
N 1.27 0.53 0.70
O 1.52 -1.27 -0.90
O 0.06 -0.12 0.46
O -1.03 1.49 -0.88
O -3.32 -0.47 -0.23

Atom charges from the natural (NBO) analysis, given in e for atoms 1 to 5:
1. C 0.48
2. C 0.69
3. C 0.33
4. H 0.16
5. H 0.42

ORCA calculation (ωB97M-V/def2-TZVPD) on the molecule C3H3NOS in a non-equilibrium geometry.

structure (SMILES): O=C1C=NCS1

Positions of all 9 atoms, in Å:
O 3.34 -0.82 -0.03
C 2.21 -0.50 -0.08
C 0.91 -1.21 -0.05
N -0.16 -0.54 0.03
C -0.21 0.86 -0.03
S 1.52 1.53 0.06
H 0.97 -2.33 -0.23
H -0.70 0.93 -0.90
H -0.84 1.38 0.71

Atom charges from the natural (NBO) analysis, given in e for atoms 1 to 5:
1. O -0.47
2. C 0.55
3. C -0.05
4. N -0.30
5. C -0.36

Looking at energy relative to the best compared isomer or geometry (same formula, charge and spin) for the records above, in order, we have 527.4, 648.8, 122.5 kJ/mol.
Looking at highest occupied orbital energy for the records above, in order, we have -8.25, -10.58, -9.29 eV.
Looking at LUMO energy for the records above, in order, we have -0.60, -0.98, -0.53 eV.